Record 1
This record from the OMol25 dataset describes a structure of composition C20H11F4N6O2Pt at a distorted geometry. The level of theory is ωB97M-V with the def2-TZVPD basis set.

Geometry as ORCA input:
```
! RIJCOSX wB97M-V def2-TZVPD def2/J DEFGRID3
* xyz 0 2
Pt -0.154 -1.205 0.755
N 1.459 -1.044 4.816
C 0.965 -1.247 3.585
O 0.532 -0.310 2.926
C 1.006 -2.670 3.079
C -0.068 -2.931 2.037
H 1.530 -0.105 5.174
H 1.878 -1.787 5.347
H 0.925 -3.366 3.920
H 1.993 -2.804 2.626
H -1.070 -2.953 2.471
H 0.142 -3.832 1.460
O -2.167 -0.578 1.609
N -2.443 0.625 1.245
C -3.437 0.842 0.357
C -3.783 2.117 -0.017
C -3.119 3.206 0.533
C -2.089 2.962 1.435
C -1.770 1.671 1.774
H -3.912 -0.048 -0.029
H -4.575 2.253 -0.735
H -3.387 4.211 0.256
H -1.537 3.776 1.878
H -0.970 1.404 2.449
F 1.741 1.664 -0.215
C 1.544 1.199 -1.464
C 0.304 1.276 -2.016
F -0.713 1.796 -1.294
C 0.032 0.695 -3.283
C 1.165 0.500 -4.104
C 2.431 0.434 -3.550
F 3.456 0.056 -4.323
C 2.607 0.544 -2.149
C 3.499 -0.229 -1.348
C 2.835 -0.733 -0.234
N 2.088 -1.168 0.546
C 4.757 -0.727 -1.683
N 5.806 -1.158 -1.877
F 0.994 0.161 -5.388
C -1.219 -0.017 -3.374
C -1.974 -0.274 -4.510
N -2.638 -0.437 -5.436
C -1.399 -0.638 -2.149
N -1.262 -1.131 -1.101
*
```

The HOMO energy (alpha / beta) comes out at -0.27090 / -0.26679 Eh. The electronic energy is -48062.491 eV. For the energy relative to the best compared isomer or geometry (same formula, charge and spin), the calculation gives 58.2 kcal/mol. As for the expectation value of S²: 0.8088.

---

Record 2
This record from the OMol25 dataset describes a structure of composition C20H12AuClN5O2. The level of theory is ωB97M-V with the def2-TZVPD basis set.

Geometry as ORCA input:
```
! RIJCOSX wB97M-V def2-TZVPD def2/J DEFGRID3
* xyz -1 1
Au -0.178 -1.979 -0.101
Cl -6.681 0.078 -1.469
C -5.238 -0.881 -1.171
C -5.356 -2.227 -0.847
C -4.223 -2.978 -0.596
C -2.931 -2.415 -0.660
O -1.884 -3.150 -0.337
C -2.846 -1.054 -1.049
C -1.511 -0.404 -1.263
N -1.218 0.668 -0.622
C 0.005 1.327 -0.745
C -0.035 2.703 -0.757
C 1.121 3.501 -0.781
C 2.356 2.923 -0.768
C 2.460 1.514 -0.745
C 3.729 0.888 -0.737
C 3.828 -0.465 -0.742
C 2.642 -1.217 -0.688
N 1.447 -0.674 -0.662
C 1.305 0.697 -0.728
C -3.992 -0.297 -1.267
H -6.339 -2.676 -0.777
H -4.303 -4.021 -0.310
H -0.969 -0.697 -2.167
H -1.017 3.162 -0.727
H 1.024 4.580 -0.792
H 3.262 3.517 -0.771
H 4.615 1.513 -0.711
H 4.782 -0.974 -0.719
H 2.686 -2.294 -0.602
H -3.897 0.751 -1.523
N 0.396 1.068 2.716
C 0.888 -0.194 2.518
O 0.093 -1.117 2.279
C 2.321 -0.355 2.549
C 2.890 -1.641 2.357
N 3.388 -2.671 2.178
C 3.175 0.771 2.698
N 3.824 1.729 2.790
H -0.602 1.166 2.727
H 0.982 1.824 3.022
*
```

The HOMO energy comes out at -0.17704 Eh. The electronic energy is -48696.958 eV.

---

Record 3
This record from the OMol25 dataset describes a structure of composition C20H12CoF5N9SSi. The level of theory is ωB97M-V with the def2-TZVPD basis set.

Geometry as ORCA input:
```
! RIJCOSX wB97M-V def2-TZVPD def2/J DEFGRID3
* xyz -1 5
Co -0.236 -0.313 0.211
F 1.695 6.512 0.112
C 1.411 5.256 -0.259
C 1.084 4.303 0.684
F 1.050 4.640 1.978
C 0.795 3.010 0.287
F 0.478 2.137 1.251
C 0.814 2.607 -1.041
S 0.435 0.987 -1.599
C 1.149 3.599 -1.960
F 1.191 3.312 -3.270
C 1.441 4.896 -1.590
F 1.754 5.814 -2.518
N 1.151 -3.449 0.511
C -0.049 -3.391 -0.109
N -0.814 -4.496 -0.317
N -1.878 -4.071 -0.941
N -1.764 -2.791 -1.089
N -0.620 -2.302 -0.600
C 1.858 -2.358 1.022
N 3.042 -2.495 1.563
N 3.371 -1.230 1.926
N 2.434 -0.406 1.611
N 1.427 -1.104 1.021
H 1.461 -4.362 0.799
C -4.708 -0.303 -2.718
C -5.077 -1.443 -2.016
C -4.109 -2.283 -1.487
C -2.778 -1.966 -1.689
C -2.390 -0.853 -2.406
C -3.367 -0.011 -2.913
Si -2.334 0.290 1.120
C -3.291 1.806 0.576
C -4.460 2.211 1.245
C -5.182 3.327 0.848
C -4.758 4.087 -0.237
C -3.603 3.714 -0.915
C -2.886 2.592 -0.517
H -5.468 0.368 -3.098
H -6.123 -1.664 -1.848
H -4.370 -3.155 -0.904
H -1.341 -0.626 -2.541
H -3.070 0.882 -3.448
H -3.330 -0.414 1.987
H -4.804 1.634 2.097
H -6.079 3.609 1.387
H -5.318 4.962 -0.545
H -3.259 4.298 -1.762
H -1.991 2.314 -1.067
*
```

The HOMO energy (alpha / beta) comes out at -0.11508 / -0.20261 Eh. The electronic energy is -104272.416 eV. For the energy relative to the best compared isomer or geometry (same formula, charge and spin), the calculation gives 0.9 kcal/mol. As for the expectation value of S²: 6.0204.

---

Record 4
This record from the OMol25 dataset describes an isolated molecule of C20H12N4S3 at a distorted geometry. The level of theory is ωB97M-V with the def2-TZVPD basis set.

Geometry as ORCA input:
```
! RIJCOSX wB97M-V def2-TZVPD def2/J DEFGRID3
* xyz 0 1
N 3.786 -0.891 -1.891
N 1.932 -0.082 4.630
C 2.649 -0.642 -1.763
C 1.254 0.563 3.953
N -0.125 0.275 -3.673
N -1.870 1.756 3.904
S -1.151 0.208 -0.496
S -0.987 1.909 0.682
S 1.480 0.236 0.875
C 0.596 -0.619 -3.070
C -0.623 2.106 3.958
C 0.598 0.033 -0.647
C 0.234 1.163 1.751
C 1.253 -0.326 -1.783
C 0.311 1.303 3.132
C 1.023 -4.490 -4.957
C 0.701 5.486 6.232
C 1.080 -4.390 -3.581
C 0.943 -3.348 -5.721
C -0.570 4.938 6.503
C 1.464 5.018 5.168
C 0.946 -3.142 -2.937
C 0.829 -2.105 -5.107
C -1.074 3.881 5.733
C 1.015 3.923 4.422
C 0.730 -1.977 -3.718
C -0.218 3.305 4.710
H -0.536 -0.023 -4.572
H -2.068 0.962 3.295
H 1.048 -5.449 -5.411
H 1.076 6.301 6.797
H 1.275 -5.299 -3.034
H 0.988 -3.403 -6.814
H -1.147 5.367 7.305
H 2.429 5.462 4.965
H 1.103 -3.084 -1.873
H 0.770 -1.263 -5.796
H -2.065 3.436 5.897
H 1.556 3.539 3.569
*
```

The HOMO energy comes out at -0.33718 Eh. Its SMILES is [H]/N=C(\C(C#N)=C1/SS/C(=C(C#N)\C(=N\[H])c2ccccc2)S1)c1ccccc1. The electronic energy is -59397.975 eV. For the energy relative to the best compared isomer or geometry (same formula, charge and spin), the calculation gives 0.0 kcal/mol.